# 1
DFT (the ωB97M-V functional and the def2-TZVPD basis) results for 7 unconnected molecules or ions with the total composition C4H21O7.

## Properties
E_LUMO (spin up / spin down)   -0.06 / -5.84 eV
Kohn-Sham gap (spin up / spin down)   10.77 / 4.34 eV

Geometry as ORCA input:
```
! RIJCOSX wB97M-V def2-TZVPD def2/J DEFGRID3
* xyz 0 2
C -0.54 -1.51 1.49
O -0.69 -1.55 0.14
C 0.95 -1.82 2.05
C 1.92 -0.86 1.38
C 3.08 -0.50 2.27
H -0.92 -0.59 1.95
H -1.14 -2.36 1.93
H 1.10 -2.89 1.90
H 0.84 -1.63 3.11
H 1.38 0.03 1.04
H 2.26 -1.35 0.48
H 2.70 -0.20 3.27
H 3.69 0.31 1.90
H 3.57 -1.47 2.44
H 2.08 2.93 0.37
H 1.95 2.52 -1.09
O 2.43 3.10 -0.51
H -1.46 -0.87 -0.11
H -2.74 1.00 0.12
O -2.44 0.22 -0.35
H -0.37 1.55 0.70
H -0.86 1.87 -0.66
O -0.56 2.32 0.16
H 0.46 0.80 -3.85
H 1.13 1.41 -2.73
O 1.35 1.10 -3.61
H -2.92 -2.55 0.40
H -3.46 -1.14 -0.07
O -3.70 -2.10 0.06
H -1.96 0.53 -1.55
H -0.51 -0.14 -2.03
O -1.02 0.66 -2.24
*
```

# 2
DFT (the ωB97M-V functional and the def2-TZVPD basis) results for a molecular structure, BrH10LiO5.

## Properties
ΔE to the lowest compared entry with this formula, charge and spin   51.5 kcal/mol
E_LUMO   -1.85 eV
Kohn-Sham gap   8.40 eV

Geometry as ORCA input:
```
! RIJCOSX wB97M-V def2-TZVPD def2/J DEFGRID3
* xyz 0 1
Li 9.82 41.58 33.55
Br 11.91 41.86 35.09
O 10.33 42.88 38.03
H 10.63 43.59 38.68
H 10.66 42.65 37.11
O 13.51 44.40 36.49
H 14.24 43.99 36.89
H 13.00 43.57 35.98
O 13.44 43.25 32.33
H 13.63 42.62 31.60
H 13.02 42.75 32.97
O 13.04 38.97 33.79
H 13.05 39.73 34.29
H 13.00 39.33 32.87
O 11.71 38.87 36.72
H 12.11 38.19 36.39
H 12.22 39.56 36.50
*
```

# 3
DFT (the ωB97M-V functional and the def2-TZVPD basis) results for a molecular structure, C27H37BrCuF9GeOPSi3Te.

## Properties
E_LUMO (spin up / spin down)   0.17 / -2.56 eV
Kohn-Sham gap (spin up / spin down)   8.63 / 5.90 eV

Geometry as ORCA input:
```
! RIJCOSX wB97M-V def2-TZVPD def2/J DEFGRID3
* xyz 0 2
Cu 0.65 0.12 -0.65
F 5.12 -0.17 5.64
C 4.56 -0.14 4.43
C 5.34 -0.26 3.30
F 6.65 -0.42 3.41
C 4.73 -0.23 2.06
F 5.55 -0.37 1.01
C 3.36 -0.07 1.88
P 2.73 -0.03 0.15
C 3.82 1.11 -0.75
C 3.88 0.98 -2.13
C 4.64 1.86 -2.88
C 5.33 2.88 -2.25
C 5.24 3.04 -0.88
C 4.48 2.16 -0.13
C 3.24 -1.72 -0.36
C 4.43 -2.07 -1.00
C 4.67 -3.38 -1.36
C 3.73 -4.37 -1.09
C 2.54 -4.04 -0.47
C 2.29 -2.72 -0.12
C 2.59 0.04 3.05
Br 0.72 0.12 3.06
C 3.19 0.00 4.30
F 2.47 0.09 5.41
H 3.32 0.19 -2.63
H 4.69 1.74 -3.96
H 5.93 3.57 -2.84
H 5.75 3.86 -0.39
H 4.39 2.31 0.94
H 5.17 -1.31 -1.22
H 5.60 -3.64 -1.85
H 3.93 -5.40 -1.37
H 1.80 -4.80 -0.26
H 1.34 -2.45 0.35
C -5.32 1.90 -0.36
Si -3.47 2.33 -0.40
C -3.27 2.99 -2.12
C -3.26 3.38 1.15
Ge -2.60 0.04 -0.27
Si -3.41 -0.99 1.85
C -3.37 0.31 3.18
C -2.29 -2.41 2.24
C -5.14 -1.57 1.51
Si -2.78 -1.44 -2.15
C -2.34 -3.15 -1.57
C -1.65 -0.86 -3.50
C -4.55 -1.42 -2.77
H -5.91 2.78 -0.62
H -5.66 1.55 0.62
H -5.56 1.12 -1.09
H -3.64 4.02 -2.15
H -3.90 2.38 -2.78
H -2.25 2.99 -2.49
H -3.24 4.44 0.88
H -2.37 3.21 1.75
H -4.12 3.18 1.79
H -2.48 0.94 3.11
H -3.35 -0.18 4.16
H -4.25 0.96 3.14
H -1.28 -2.05 2.42
H -2.24 -3.11 1.40
H -2.64 -2.95 3.12
H -5.80 -0.76 1.21
H -5.55 -2.01 2.43
H -5.16 -2.34 0.74
H -1.38 -3.17 -1.04
H -2.27 -3.83 -2.42
H -3.10 -3.54 -0.89
H -0.66 -0.59 -3.13
H -2.05 0.04 -3.97
H -1.54 -1.64 -4.26
H -5.26 -1.65 -1.97
H -4.67 -2.17 -3.55
H -4.81 -0.45 -3.19
F -0.47 1.37 -1.71
Te -0.05 2.63 0.20
F 1.28 3.04 -1.05
F 1.67 2.28 1.16
F 0.19 4.10 1.37
F -0.90 4.04 -0.78
O -0.99 -0.21 0.45
*
```

What did we get for F_max? Answer: 0.0467, 0.1568, 0.0513 hartree/bohr, in the order shown.